Computed, not measured: a 2-piece molecular cluster, C3H9NO2S2 overall in a non-equilibrium geometry, with the ωB97M-V functional and the def2-TZVPD basis.

CARTESIAN COORDINATES (ANGSTROEM)
S: -1.60 1.87 2.25
O: -0.95 -2.83 0.22
H: 1.34 0.72 -0.90
H: -0.68 -0.57 0.21
H: -1.62 -3.29 0.73
O: 2.38 -2.45 -2.18
H: -1.68 0.67 -0.41
S: -0.08 1.68 0.96
H: 2.76 -0.52 -1.89
H: -0.44 -2.20 0.74
N: 0.72 -0.94 -1.87
C: 2.01 -1.32 -2.01
H: 0.17 1.15 -2.07
H: 0.03 -1.66 -1.93
C: 0.42 0.38 -1.34
H: -1.33 0.92 3.17
C: -0.64 0.42 -0.25

Computed properties:
Frontier orbital gap: 9.83 eV
SMILES: O=CNCCSS.O
Net charge: 0

Computed, not measured: C3H9NO2Zn as an isolated structure in a non-equilibrium geometry, with the ωB97M-V functional and the def2-TZVPD basis.

CARTESIAN COORDINATES (ANGSTROEM)
C: -2.07 -0.47 0.99
C: -2.33 0.77 0.20
C: 2.89 0.76 -0.77
O: -3.34 1.37 0.34
H: 1.39 -0.84 -1.59
H: -2.14 -0.20 2.05
H: -2.92 -1.12 0.81
H: 1.77 1.10 -0.22
H: -0.96 -2.03 0.41
H: -0.25 -1.15 1.54
H: 3.06 1.35 -1.63
N: -0.75 -1.07 0.60
Zn: 0.29 -0.01 -0.84
H: 3.10 -0.12 -1.21
O: -1.36 1.04 -0.64
H: 3.62 0.64 -0.03

Computed properties:
Frontier orbital gap: 9.49 eV
Net charge: 0

Computed, not measured: a 2-piece molecular cluster, C3H9NO3 overall in a non-equilibrium geometry, with the ωB97M-V functional and the def2-TZVPD basis.

CARTESIAN COORDINATES (ANGSTROEM)
H: -0.25 -3.05 -0.33
H: -0.84 1.88 -0.52
C: -0.59 0.84 -0.33
H: -0.45 -1.57 0.55
H: -0.37 2.34 2.91
N: -0.41 0.05 -1.50
C: -0.08 -1.29 -1.56
O: 0.16 -1.77 -2.65
H: 1.15 -1.87 0.02
O: 0.59 2.20 2.98
H: -1.34 0.42 0.34
H: 0.79 1.58 2.26
H: -0.46 0.48 -2.41
O: 0.59 0.91 0.51
H: 1.39 0.88 -0.02
C: 0.11 -2.03 -0.26

Computed properties:
Frontier orbital gap: 10.72 eV
SMILES: CC(=O)NCO.O
Net charge: 0

Computed, not measured: a 2-piece molecular cluster, C3H9NO3 overall in a non-equilibrium geometry, with the ωB97M-V functional and the def2-TZVPD basis.

CARTESIAN COORDINATES (ANGSTROEM)
O: 0.42 -0.16 -2.73
H: 1.45 -1.84 2.52
C: -0.14 -0.19 -1.65
C: 0.20 -1.19 -0.56
H: -1.96 2.21 -0.25
H: 0.65 1.40 0.22
H: 2.28 -0.92 3.39
H: 0.42 -0.70 0.39
H: 1.08 -1.81 -0.75
O: -0.08 2.00 0.37
O: 1.67 -0.92 2.64
H: -1.66 0.71 0.68
H: -1.33 1.27 -2.15
N: -1.16 0.69 -1.35
H: -0.59 -1.93 -0.68
C: -1.27 1.38 -0.08

Computed properties:
Frontier orbital gap: 10.37 eV
SMILES: CC(=O)NCO.O
Net charge: 0

Computed, not measured: a 2-piece molecular cluster, C3H9NO3 overall in a non-equilibrium geometry, with the ωB97M-V functional and the def2-TZVPD basis.

CARTESIAN COORDINATES (ANGSTROEM)
H: -0.50 0.96 2.00
C: -0.04 1.16 -1.39
O: -0.85 -2.66 0.05
C: -0.13 -1.61 0.43
N: 0.60 -1.14 -0.61
H: -0.80 2.30 2.82
C: 0.89 0.30 -0.65
H: 1.83 0.42 -1.07
H: -0.20 0.64 -2.35
H: 0.18 -1.56 -1.52
H: 0.95 0.59 0.47
H: -0.69 -3.41 0.59
O: -0.28 1.87 2.10
H: 0.20 2.23 -1.57
O: -0.26 -1.08 1.55
H: -0.91 0.98 -0.85

Computed properties:
Frontier orbital gap: 10.97 eV
SMILES: CCNC(=O)O.O
Net charge: 0

Computed, not measured: a 2-piece molecular cluster, C3H9NO3 overall in a non-equilibrium geometry, with the ωB97M-V functional and the def2-TZVPD basis.

CARTESIAN COORDINATES (ANGSTROEM)
H: 1.55 1.49 -0.43
H: 1.58 0.11 -2.41
C: 0.95 -0.64 -1.91
O: -1.09 0.95 1.32
O: -0.54 -1.22 3.31
H: 0.51 2.00 1.82
N: 0.18 -0.02 -0.85
O: 0.05 -1.24 -2.80
H: -1.29 -1.53 3.82
C: -0.04 1.45 1.04
C: 0.48 1.28 -0.39
H: -0.01 2.09 -0.95
H: 1.62 -1.42 -1.52
H: -0.85 -0.43 2.85
H: 0.08 -0.75 -3.63
H: -0.16 -0.62 -0.08

Computed properties:
Frontier orbital gap (spin up / spin down): 10.07 / 5.76 eV
Net charge: +1
⟨S²⟩: 0.754
Spin multiplicity: 2

Computed, not measured: a 2-piece molecular cluster, C3H9NO3P overall in a non-equilibrium geometry, with the ωB97M-V functional and the def2-TZVPD basis.

CARTESIAN COORDINATES (ANGSTROEM)
C: 0.29 -0.78 0.03
C: 0.70 -1.28 1.38
O: 1.68 2.35 0.38
C: 0.96 -0.81 -1.09
N: -1.59 0.58 -1.47
H: 1.46 -2.14 1.23
H: 0.53 -0.43 -2.05
H: 1.92 -1.35 -1.30
P: -1.27 0.02 0.14
H: -2.32 1.29 -1.32
O: -2.40 -0.91 0.56
O: -1.02 1.26 0.94
H: -1.92 -0.25 -1.88
H: 1.03 3.06 0.23
H: 0.90 -0.40 1.96
H: 1.27 1.48 0.33
H: -0.23 -1.69 1.94

Computed properties:
Frontier orbital gap: 8.75 eV
Net charge: -1

Computed, not measured: a 2-piece molecular cluster, C3H9NO3P overall in a non-equilibrium geometry, with the ωB97M-V functional and the def2-TZVPD basis.

CARTESIAN COORDINATES (ANGSTROEM)
H: -2.08 -2.11 0.37
C: -0.93 0.66 -0.78
O: 0.50 -0.10 1.09
H: -0.93 -2.99 -0.35
H: 0.08 2.63 1.08
H: -0.99 -2.90 1.25
H: -1.76 0.91 -0.12
H: -0.96 1.31 -1.65
H: 0.76 2.88 -0.53
C: 0.38 0.83 -0.06
O: 1.32 -1.68 -0.86
H: 1.77 2.19 0.76
H: -1.02 -0.37 -1.10
C: 0.76 2.23 0.34
N: -1.59 -2.99 0.43
O: 3.03 -0.07 0.24
P: 1.64 -0.43 -0.12

Computed properties:
Frontier orbital gap: 8.70 eV
Net charge: -1

The records above give, respectively, energy above the lowest of the compared OMol25 structures with the same formula, charge and spin values of 25.34 16.74 22.36 28.68 25.88 30.95 23.84 11.89 kcal/mol.